Entry 1:
{
  "formula": "CH5O2P",
  "method": "ωB97M-V/def2-TZVPD",
  "species": ["C", "P", "H", "H", "H", "O", "O", "H", "H"],
  "xyz": [[2.0023, 0.6447, -1.8189], [0.5500, 1.2510, -1.3295], [2.0628, 0.0138, -2.6848], [2.9303, 0.8936, -1.3004], [-0.1233, 0.4001, -2.1793], [-1.3240, -0.5455, 2.8439], [-2.4121, 0.0208, 2.1221], [-1.2127, -0.0353, 3.7426], [-3.2440, -0.4217, 2.4375]],
  "homo_energy_ev": -9.58,
  "lumo_ev": 0.5,
  "smiles": "C=P.OO",
  "homo_lumo_gap_ev": 10.079,
  "relative_energy_kj_mol": 452.94
}



Entry 2:
{
  "formula": "C4H4F12MgN2O10S4",
  "method": "ωB97M-V/def2-TZVPD",
  "species": ["Mg", "C", "F", "F", "F", "S", "O", "O", "N", "S", "O", "O", "C", "F", "F", "F", "C", "F", "F", "F", "S", "O", "O", "N", "S", "O", "O", "C", "F", "F", "F", "O", "H", "H", "O", "H", "H"],
  "xyz": [[21.4255, -9.9656, -5.9555], [18.3746, -4.4914, -5.4939], [19.6638, -4.2449, -5.5229], [18.0368, -5.0308, -4.2597], [17.6390, -3.3901, -5.6752], [18.0044, -5.8626, -6.9010], [16.6350, -5.5068, -7.3659], [19.1567, -5.6394, -7.7446], [18.1761, -7.5200, -6.2687], [16.7467, -7.7954, -5.6382], [16.9242, -8.8723, -4.6415], [16.0807, -6.6386, -5.0484], [15.6670, -8.6239, -7.1363], [16.5142, -9.5103, -7.6553], [14.6272, -9.2497, -6.7023], [15.3070, -7.6738, -8.0613], [24.9714, -12.8575, -2.4165], [26.0060, -12.5102, -3.2012], [24.1032, -13.5730, -3.1542], [25.3794, -13.6869, -1.4684], [23.9889, -11.3575, -1.5084], [22.6000, -11.8096, -1.3253], [24.6195, -11.1169, -0.2314], [23.8381, -10.0667, -2.7127], [24.7488, -8.9940, -2.1227], [26.1202, -9.2612, -1.6769], [24.8333, -7.9994, -3.1647], [23.8486, -8.3593, -0.6544], [22.6395, -8.9615, -0.5495], [24.5000, -8.5675, 0.4081], [23.6798, -7.0320, -0.7933], [23.2971, -9.0686, -8.8311], [22.9542, -9.0431, -9.7244], [24.1998, -8.7605, -8.9116], [20.4847, -13.2674, -6.9676], [20.9669, -13.7146, -7.6631], [19.7252, -13.8267, -6.8043]],
  "homo_energy_ev": -10.10,
  "lumo_ev": -7.2,
  "homo_lumo_gap_ev": 2.893,
  "relative_energy_kj_mol": 1301.52
}



Entry 3:
{
  "formula": "C4H5NO",
  "method": "ωB97M-V/def2-TZVPD",
  "species": ["C", "C", "C", "O", "C", "N", "H", "H", "H", "H", "H"],
  "xyz": [[-1.6032, 0.0344, -0.3577], [-0.0842, -0.0128, -0.0309], [0.9604, -0.1371, 1.1375], [0.9923, -0.2666, 2.3263], [2.2117, -0.0208, 0.2848], [2.8229, 0.1467, -0.6846], [-2.3487, -0.1701, 0.4081], [-1.7584, -0.6805, -1.1770], [-1.8169, 1.0145, -0.8022], [0.3104, 0.9106, -0.4544], [0.3137, -0.8181, -0.6501]],
  "homo_energy_ev": -11.13,
  "lumo_ev": 0.0,
  "smiles": "CCC(=O)C#N",
  "homo_lumo_gap_ev": 11.128,
  "relative_energy_kj_mol": 193.54
}